# 1
ORCA calculation (ωB97M-V with the def2-TZVPD basis set) on a molecular structure, C25H41Cl3GaN3O3Si.

XYZ file:
```
77
Properties=species:S:1:pos:R:3:lowdin_charge:R:1
C 2.6750 -2.5245 -2.5966 -0.04
C 2.1812 -1.6574 -3.7148 -0.22
H 2.3659 -3.5676 -2.7442 0.07
H 2.2803 -2.1617 -1.6413 0.05
H 3.7747 -2.5135 -2.5284 0.10
C 2.0666 -2.1000 -4.9819 -0.11
C 2.3172 -3.5028 -5.4213 -0.10
H 1.7653 -1.4243 -5.7835 0.10
H 1.8337 -4.2221 -4.7481 0.07
H 3.3848 -3.7574 -5.4774 0.08
H 1.8998 -3.6616 -6.4238 0.07
Ga 1.1799 -0.2679 2.8884 -0.54
Cl 2.3303 1.0052 4.2865 0.19
Cl 2.3695 -0.6406 1.0571 0.22
C 0.4299 2.4191 2.1562 -0.25
O -0.0253 1.2689 2.4641 -0.14
N -0.3998 3.3751 1.7545 -0.15
C -1.8310 3.0715 1.6576 0.00
C 0.0999 4.6048 1.1525 -0.03
H 1.5028 2.6526 2.2085 0.13
H -2.1643 2.5692 2.5720 0.10
H -2.0439 2.4290 0.7904 0.09
H -2.3517 4.0223 1.5384 0.09
H 1.0196 4.8776 1.6789 0.10
H -0.6637 5.3800 1.2658 0.09
H 0.3185 4.4668 0.0823 0.08
H -0.5352 -4.9418 3.6022 0.10
H 0.1333 -3.2291 0.9199 0.10
C -1.5036 -4.5441 3.2384 -0.05
C -0.9216 -3.4907 1.0554 -0.02
N -1.3405 -3.3193 2.4485 -0.16
H -2.1318 -4.3290 4.1154 0.09
C -1.1884 -2.1648 3.1143 -0.33
O -0.7681 -1.0756 2.6297 -0.14
H -1.5390 -2.8840 0.3936 0.08
H -1.4511 -2.2280 4.1859 0.13
H -1.9977 -5.2993 2.6112 0.09
H -1.0860 -4.5400 0.8120 0.09
O 0.8190 -0.3836 -2.2456 -0.18
C 1.7558 -0.2476 -3.3145 -0.28
C 0.0868 0.2979 -5.1737 -0.07
C 1.2656 0.5966 -4.4861 -0.21
H -0.5202 -0.5533 -4.8478 0.12
C -0.3121 1.0898 -6.2546 -0.07
H 2.6386 0.2435 -2.8715 0.15
C 2.0710 1.6573 -4.9147 -0.03
H -1.2749 0.9030 -6.7274 0.10
C 0.5126 2.1282 -6.7066 -0.09
C 1.7038 2.4049 -6.0344 -0.08
H 2.9809 1.8805 -4.3508 0.12
H 0.2074 2.7366 -7.5590 0.10
H 2.3461 3.2247 -6.3670 0.10
Si -0.5365 0.4539 -1.7159 0.40
Cl 1.4821 -2.2648 3.9883 0.16
C -2.1018 0.0523 -2.6662 -0.17
C -0.1546 2.2664 -1.7753 -0.14
C -0.7796 -0.2716 -0.0422 -0.19
H -2.1011 0.4765 -3.6778 0.01
H -2.9695 0.4721 -2.1317 0.03
H -2.2613 -1.0329 -2.7445 0.04
H -0.5137 -1.3278 -0.0680 0.01
H -1.7758 -0.1440 0.3856 0.06
H -0.0520 0.2196 0.5975 -0.05
H 0.0589 2.5874 -2.8031 0.04
H 0.7301 2.4954 -1.1683 0.04
H -0.9962 2.8727 -1.4131 0.03
C -1.9915 1.1252 7.8896 -0.08
C -1.5619 2.1028 6.9822 -0.06
C -0.7574 1.6905 5.9010 -0.15
N -0.4068 0.4230 5.7172 0.03
C -0.7946 -0.5054 6.5724 -0.15
C -1.6022 -0.2028 7.6910 -0.06
H -2.6296 1.3988 8.7294 0.10
H -1.8190 3.1561 7.0808 0.10
H -0.3772 2.4085 5.1746 0.09
H -0.4574 -1.5198 6.3665 0.09
H -1.8973 -1.0057 8.3656 0.10
```

## Properties
**E_HOMO**: -0.319 hartree
**Total energy**: -4962.263106 hartree
**Energy above the lowest of the compared OMol25 structures with the same formula, charge and spin**: 0.4 kcal/mol
**Spin multiplicity**: 1
**Charge**: 0
**LUMO level**: 0.015 Ha

# 2
ORCA calculation (ωB97M-V with the def2-TZVPD basis set) on 4 unconnected molecules or ions with the total composition C3H14NO4.

XYZ file:
```
22
Properties=species:S:1:pos:R:3:lowdin_charge:R:1
O 0.8842 0.6376 2.4278 -0.20
C -0.3237 0.4433 2.5832 -0.50
C -1.0583 -0.2041 1.4484 -0.22
N -0.1541 -0.3063 0.2819 -0.02
C -0.7992 -0.8076 -0.9822 -0.09
H -0.8018 0.7461 3.5522 0.07
H -1.4296 -1.1655 1.7749 0.10
H -1.9106 0.4544 1.1897 0.11
H 0.3057 0.5594 0.0560 0.09
H 0.7439 -1.0399 0.4466 0.23
H -0.0499 -1.6258 -1.6603 0.14
H -1.2271 -0.0450 -1.5680 0.05
H -1.5627 -1.6372 -0.8612 0.10
H 0.0483 3.4245 1.2043 0.04
H -0.5562 3.2237 -0.2067 0.06
O -0.1471 2.7522 0.5576 -0.06
H 2.4830 -2.6434 -0.8404 0.09
H 1.1335 -3.2597 -1.4152 0.04
O 1.4918 -2.6947 -0.7184 -0.09
H 1.6563 1.3675 -2.4889 0.04
H 0.3269 0.8662 -2.7691 0.06
O 0.9467 0.9543 -2.0123 -0.05
```

## Properties
**E_HOMO (spin up / spin down)**: -0.097 / -0.243 hartree
**Total energy**: -478.217417 hartree
**Energy above the lowest of the compared OMol25 structures with the same formula, charge and spin**: 64.8 kcal/mol
**Spin multiplicity**: 2
**Charge**: 0
**LUMO level (spin up / spin down)**: -0.003 / -0.003 Ha

# 3
ORCA calculation (ωB97M-V with the def2-TZVPD basis set) on 5 unconnected molecules or ions with the total composition C30H25N5O10.

XYZ file:
```
70
Properties=species:S:1:pos:R:3:lowdin_charge:R:1
C -0.9844 3.5246 -3.0987 -0.08
C -0.6412 2.5506 -4.0212 -0.07
C -1.5110 2.2027 -5.0522 -0.01
C -2.7285 2.8416 -5.0785 -0.16
C -3.1213 3.7984 -4.1651 0.00
C -2.2272 4.1395 -3.1589 -0.05
N -3.6673 2.4877 -6.1587 -0.35
O -4.3396 3.3760 -6.6343 0.09
O -3.6921 1.3212 -6.5133 0.07
H -0.2774 3.8342 -2.3426 0.09
H 0.3315 2.0762 -3.9809 0.11
H -1.2466 1.3996 -5.7216 0.11
H -4.1092 4.2350 -4.1690 0.12
H -2.5070 4.8970 -2.4399 0.11
C 1.4334 -1.2877 0.2995 -0.08
C 0.7422 -0.6538 -0.7156 -0.06
C 0.5871 0.7295 -0.7113 0.01
C 1.0551 1.4321 0.3793 -0.15
C 1.8692 0.8409 1.3212 -0.02
C 1.9947 -0.5382 1.3331 -0.07
N 0.7774 2.8665 0.5144 -0.35
O 1.5879 3.5464 1.1011 0.10
O -0.2634 3.2728 0.0270 0.06
H 1.5590 -2.3622 0.2504 0.11
H 0.2332 -1.1807 -1.5120 0.09
H -0.0722 1.2159 -1.4199 0.11
H 2.3055 1.4031 2.1352 0.11
H 2.4708 -0.9715 2.2022 0.11
C -5.3694 -3.1328 -5.8645 -0.06
C -4.5489 -2.2623 -6.5638 -0.06
C -3.3728 -1.7878 -6.0011 -0.01
C -3.0192 -2.1936 -4.7336 -0.15
C -3.8226 -3.0531 -4.0025 0.00
C -4.9825 -3.5411 -4.5888 -0.07
N -1.7909 -1.6919 -4.1278 -0.34
O -1.5617 -1.9893 -2.9693 0.07
O -1.0775 -0.9887 -4.8102 0.08
H -6.3073 -3.4924 -6.2643 0.11
H -4.8360 -1.9464 -7.5578 0.11
H -2.7864 -1.0624 -6.5436 0.11
H -3.5769 -3.4752 -3.0395 0.12
H -5.5660 -4.2569 -4.0245 0.11
C 7.3335 -0.1591 5.9806 -0.07
C 7.3480 1.1976 6.3031 -0.06
C 6.7614 2.1081 5.4474 -0.01
C 6.1921 1.6672 4.2708 -0.15
C 6.0456 0.3176 4.0105 -0.01
C 6.6876 -0.5975 4.8326 -0.07
N 5.7146 2.6533 3.2986 -0.35
O 5.1432 2.2214 2.3089 0.07
O 5.9227 3.8250 3.5360 0.09
H 7.8167 -0.8579 6.6520 0.11
H 7.8497 1.5061 7.2089 0.11
H 6.7171 3.1529 5.7253 0.12
H 5.5441 -0.0620 3.1323 0.12
H 6.6379 -1.6468 4.5772 0.11
C -0.7549 -0.7010 3.9358 -0.07
C -1.0771 -1.5988 2.9360 -0.06
C -1.7521 -2.7669 3.2638 0.00
C -2.2116 -2.9447 4.5531 -0.16
C -1.9071 -2.0494 5.5591 -0.01
C -1.1180 -0.9521 5.2577 -0.06
N -2.9664 -4.1420 4.9076 -0.36
O -3.6105 -4.1189 5.9375 0.08
O -2.9107 -5.0774 4.1384 0.08
H -0.3200 0.2501 3.6513 0.10
H -0.8616 -1.4082 1.8945 0.10
H -2.0498 -3.4819 2.5069 0.12
H -2.2057 -2.2458 6.5780 0.12
H -0.9091 -0.2117 6.0181 0.11
```

## Properties
**E_HOMO**: -0.367 hartree
**Total energy**: -2183.905254 hartree
**Energy above the lowest of the compared OMol25 structures with the same formula, charge and spin**: 12.6 kcal/mol
**Spin multiplicity**: 1
**Charge**: 0
**LUMO level**: -0.025 Ha

# 4
ORCA calculation (ωB97M-V with the def2-TZVPD basis set) on a molecular structure, C3H3CaO2.

XYZ file:
```
9
Properties=species:S:1:pos:R:3:lowdin_charge:R:1
O -1.1089 -0.1677 0.0529 -0.45
C 1.1418 1.5100 -1.0371 0.08
O 0.3276 1.3468 -1.8957 -0.28
Ca -1.5702 0.2703 -1.8786 1.66
C 0.0692 0.2995 0.6271 -0.41
H -0.0853 0.9945 1.4602 0.12
H -0.2466 -1.6763 1.5273 0.10
C 0.3327 -1.0471 0.8488 0.09
H 1.1396 -1.5301 0.2951 0.09
```

## Properties
**E_HOMO (spin up / spin down)**: -0.403 / -0.394 hartree
**Total energy**: -943.796928 hartree
**Energy above the lowest of the compared OMol25 structures with the same formula, charge and spin**: 82.9 kcal/mol
**Spin multiplicity**: 1
**Charge**: +1
**LUMO level (spin up / spin down)**: -0.200 / -0.201 Ha